No. 1
DFT (ωB97M-V/def2-TZVPD) results for C29H27F6N9SSbScTe as an isolated structure.

Each line ends with the Löwdin spin population.
Geometry (Å):
Sc -0.560 0.802 0.329  0.00
C -4.477 -1.501 -0.130  0.00
C -3.562 -0.466 0.005  0.00
N -2.297 -0.610 -0.385  0.00
C -1.941 -1.786 -0.913  0.00
C -2.853 -2.834 -0.976  0.00
N -4.113 -2.688 -0.594  0.00
C -0.553 -1.862 -1.413  0.00
C -0.115 -2.891 -2.224  0.00
C 1.199 -2.897 -2.688  0.00
C 2.020 -1.840 -2.292  0.00
C 1.515 -0.837 -1.488  0.00
N 0.242 -0.835 -1.056  0.00
C 2.333 0.308 -1.032  0.00
C 3.672 0.462 -1.384  0.00
N 4.405 1.483 -0.967  0.00
C 3.803 2.377 -0.196  0.00
C 2.472 2.243 0.173  0.00
N 1.729 1.211 -0.239  0.00
C 1.697 -3.968 -3.569  0.00
C 1.290 -5.286 -3.386  0.00
C 1.781 -6.255 -4.249  0.00
N 2.611 -5.986 -5.251  0.00
C 2.994 -4.726 -5.425  0.00
C 2.575 -3.683 -4.610  0.00
H -5.513 -1.371 0.156  0.00
H -3.848 0.479 0.447  0.00
H -2.565 -3.816 -1.327  0.00
H -0.793 -3.673 -2.532  0.00
H 3.050 -1.830 -2.614  0.00
H 4.173 -0.254 -2.021  0.00
H 4.384 3.229 0.135  0.00
H 2.012 2.991 0.797  0.00
H 0.635 -5.572 -2.573  0.00
H 1.494 -7.293 -4.128  0.00
H 3.665 -4.538 -6.254  0.00
H 2.904 -2.673 -4.819  0.00
C -1.796 4.257 4.009  0.00
N -2.505 3.904 2.778  0.00
C -3.873 4.002 2.591  0.00
C -4.139 3.625 1.329  0.00
N -2.919 3.288 0.744  0.00
C -1.921 3.470 1.658  0.00
S -0.249 3.201 1.435  0.00
C -2.723 3.068 -0.642  0.00
C -3.482 3.770 -1.561  0.00
C -3.235 3.575 -2.910  0.00
C -2.223 2.705 -3.291  0.00
C -1.521 2.049 -2.304  0.00
N -1.767 2.204 -0.991  0.00
H -2.527 4.358 4.805  0.00
H -1.268 5.199 3.873  0.00
H -1.088 3.469 4.251  0.00
H -4.533 4.325 3.377  0.00
H -5.073 3.544 0.803  0.00
H -4.226 4.479 -1.227  0.00
H -3.809 4.116 -3.650  0.00
H -1.978 2.543 -4.331  0.00
H -0.715 1.372 -2.565  0.00
F 0.299 -0.361 1.841  0.00
Sb -1.018 -0.415 3.398  0.00
F 0.174 -1.525 4.297  0.00
F -0.122 1.108 3.993  0.00
F -1.864 0.698 1.950  0.00
F -2.489 -0.079 4.453  0.00
F -1.766 -1.842 2.471  0.00
C 5.159 0.318 4.845  0.07
Te 3.180 -0.044 4.223  0.79
C 3.490 -2.034 3.616  0.07
H 5.801 0.299 3.965  0.02
H 5.445 -0.474 5.537  0.01
H 5.195 1.289 5.332  0.00
H 3.679 -2.626 4.512  0.01
H 4.359 -2.063 2.961  0.01
H 2.591 -2.384 3.116  0.00

Output
**E_HOMO (alpha / beta)**: -15.622 / -15.622 eV
**Net charge**: +3
**Multiplicity**: 2
**Orbital gap (alpha / beta)**: 0.24806 / 0.17535 Eh
**Strongest force on any atom**: 0.857 eV/A



No. 2
DFT (ωB97M-V/def2-TZVPD) results for C29H27FNO9RuS2 as an isolated structure.

Each line ends with the Löwdin spin population.
Geometry (Å):
Ru -0.593 -1.714 -0.625  4.02
C 1.746 -3.655 2.758  0.00
C 0.327 -3.591 2.274  0.01
C -0.607 -2.765 2.897  0.01
C -1.890 -2.612 2.395  0.01
C -2.867 -1.658 3.020  0.00
C -2.251 -3.327 1.252  0.03
C -1.357 -4.197 0.628  0.03
C -1.800 -5.053 -0.527  0.00
C -0.062 -4.306 1.149  0.02
H 2.355 -2.936 2.205  0.00
H 2.178 -4.642 2.593  0.00
H 1.816 -3.417 3.820  0.00
H -0.310 -2.196 3.772  0.00
H -3.151 -0.885 2.302  0.00
H -2.441 -1.175 3.898  0.00
H -3.783 -2.169 3.320  0.00
H -3.251 -3.214 0.849  0.00
H -2.430 -4.497 -1.224  0.00
H -2.389 -5.894 -0.154  0.00
H -0.947 -5.443 -1.077  0.00
H 0.654 -4.951 0.652  0.00
C -1.147 5.218 -1.212  0.00
C -1.762 4.906 0.147  0.00
C -1.321 5.854 1.252  0.00
C 0.177 5.736 1.498  0.00
C 0.589 4.296 1.654  0.00
C 1.775 3.966 2.271  0.00
C 2.149 2.634 2.422  0.00
F 3.323 2.378 3.023  0.00
C 1.367 1.603 1.988  0.00
C 0.150 1.912 1.368  0.01
C -0.686 0.827 0.883  0.01
O -0.300 -0.365 1.057  0.12
C -1.903 1.194 0.252  0.01
C -2.202 2.523 0.114  0.00
N -1.427 3.522 0.538  0.01
C -0.230 3.249 1.186  0.00
C -2.916 0.225 -0.312  0.02
O -4.037 0.615 -0.560  0.02
O -2.502 -0.998 -0.484  0.20
H -1.395 6.238 -1.509  0.00
H -1.530 4.537 -1.971  0.00
H -0.061 5.118 -1.192  0.00
H -2.849 4.934 0.066  0.00
H -1.868 5.608 2.166  0.00
H -1.590 6.873 0.975  0.00
H 0.456 6.288 2.396  0.00
H 0.734 6.188 0.673  0.00
H 2.429 4.740 2.652  0.00
H 1.665 0.570 2.098  0.00
H -3.128 2.796 -0.379  0.00
O 0.025 0.846 -3.841  0.02
S 0.271 -0.232 -2.936  0.01
O 0.536 0.157 -1.534  0.10
O -0.799 -1.254 -2.857  0.12
C 1.761 -1.061 -3.507  0.00
C 2.314 -0.533 -4.661  0.00
C 3.482 -1.055 -5.204  0.00
C 4.110 -2.117 -4.586  0.00
C 3.564 -2.661 -3.430  0.00
C 2.401 -2.149 -2.882  0.00
S 1.823 -2.994 -1.413  0.01
O 1.724 -2.001 -0.328  0.08
O 2.705 -4.094 -1.172  0.02
O 0.415 -3.381 -1.715  0.10
H 1.813 0.301 -5.131  0.00
H 3.892 -0.626 -6.108  0.00
H 5.021 -2.532 -4.996  0.00
H 4.036 -3.500 -2.938  0.00

Output
**E_HOMO (alpha / beta)**: -8.836 / -8.862 eV
**Multiplicity**: 6
**Orbital gap (alpha / beta)**: 0.30901 / 0.26297 Eh
**Strongest force on any atom**: 0.207 eV/A



No. 3
DFT (ωB97M-V/def2-TZVPD) results for a 2-piece molecular cluster, C29H27N4O6S overall in a non-equilibrium geometry.

Each line ends with the natural charge from an NBO analysis.
Geometry (Å):
C -7.319 1.276 -2.563  -0.63
C -5.853 0.980 -2.483  -0.02
C -5.044 1.166 -3.605  -0.23
C -3.694 0.824 -3.574  -0.20
C -3.137 0.308 -2.389  -0.21
S -1.458 -0.393 -2.395  2.27
N -0.790 0.133 -0.915  -0.91
C 0.521 0.186 -0.703  0.18
C 1.141 1.505 -0.433  -0.14
C 2.474 1.920 -0.738  -0.18
C 3.011 3.054 -0.138  -0.25
C 2.199 3.933 0.605  0.17
N 2.721 5.081 1.226  -0.49
C 3.389 6.141 0.484  -0.40
C 3.016 5.107 2.645  -0.39
C 0.797 3.648 0.643  -0.25
C 0.293 2.470 0.112  -0.11
O -1.611 -1.813 -2.294  -0.95
O -0.751 0.196 -3.513  -0.96
C -3.936 0.136 -1.258  -0.20
C -5.286 0.481 -1.310  -0.21
H -7.810 1.051 -1.611  0.21
H -7.492 2.333 -2.803  0.22
H -7.808 0.684 -3.349  0.22
H -5.484 1.547 -4.523  0.21
H -3.080 0.937 -4.463  0.24
H 1.201 -0.602 -1.070  0.19
H 3.103 1.348 -1.429  0.22
H 4.078 3.281 -0.207  0.21
H 3.135 6.132 -0.584  0.21
H 3.080 7.107 0.904  0.19
H 4.481 6.053 0.595  0.17
H 2.534 4.252 3.124  0.21
H 4.103 5.052 2.814  0.17
H 2.654 6.037 3.106  0.18
H 0.150 4.402 1.097  0.21
H -0.780 2.262 0.172  0.23
H -3.508 -0.278 -0.354  0.23
H -5.915 0.324 -0.439  0.21
C 0.535 -1.558 0.886  -0.40
C -0.257 -2.722 0.572  0.00
C -1.682 -2.649 0.518  -0.16
C -2.450 -3.780 0.375  -0.17
C -1.871 -5.060 0.230  -0.06
N -2.701 -6.212 0.137  0.51
O -2.194 -7.352 0.117  -0.43
O -3.938 -6.039 0.103  -0.43
C -0.468 -5.161 0.242  -0.16
C 0.315 -4.028 0.324  -0.26
C 1.914 -1.816 1.305  0.02
C 2.277 -2.892 2.180  -0.22
C 3.567 -3.042 2.649  -0.18
C 4.573 -2.149 2.219  -0.03
N 5.944 -2.352 2.547  0.51
O 6.782 -1.543 2.073  -0.42
O 6.273 -3.318 3.267  -0.41
C 4.249 -1.113 1.327  -0.17
C 2.959 -0.964 0.876  -0.19
H 0.020 -0.697 1.363  0.24
H -2.173 -1.676 0.593  0.20
H -3.536 -3.746 0.343  0.23
H -0.052 -6.163 0.162  0.23
H 1.395 -4.170 0.195  0.22
H 1.542 -3.626 2.516  0.23
H 3.867 -3.821 3.342  0.24
H 5.037 -0.438 0.994  0.24
H 2.745 -0.179 0.161  0.21

Output
**E_HOMO**: -3.894 eV
**Net charge**: -1
**Orbital gap**: 0.19843 Eh
**Strongest force on any atom**: 3.024 eV/A